No. 1
DFT (ωB97M-V/def2-TZVPD) results for a molecular structure, C30H31BCl48O3P.

* calculated total energy: -23842.44680 Ha
* HOMO level: -3.6 eV

```
! wB97M-V def2-TZVPD RIJCOSX def2/J DEFGRID3
* xyz -1 1
C 3.202 -2.500 3.859
C 2.576 -3.850 4.175
P 1.460 -4.614 2.909
C 2.470 -4.476 1.358
B -0.162 -3.394 2.728
C -1.504 -4.284 2.966
O 0.000 -2.346 3.806
C -0.292 -1.106 3.252
C -0.232 -1.204 1.701
C -1.451 -0.529 1.076
C -1.464 1.015 1.003
C -2.509 1.721 1.864
C -2.332 1.493 3.340
O -2.993 2.527 4.098
C 1.082 -0.688 1.127
C 1.133 -0.844 -0.372
C 1.252 0.284 -1.199
C 1.267 0.156 -2.592
C 1.146 -1.104 -3.186
C 1.036 -2.249 -2.385
C 0.890 -3.623 -2.977
C 1.042 -2.101 -0.990
O -0.278 -2.590 1.480
H 3.772 -2.122 4.712
H 2.433 -1.763 3.650
H 3.870 -2.564 3.005
H 2.025 -3.814 5.110
H 3.385 -4.570 4.319
H 1.805 -4.715 0.532
H 2.893 -3.487 1.235
H 3.266 -5.218 1.346
H -1.485 -5.251 2.461
H -2.400 -3.754 2.629
H -1.615 -4.492 4.032
H -1.325 -0.880 3.522
H 0.370 -0.315 3.612
H -2.350 -0.899 1.564
H -1.485 -0.904 0.052
H -1.699 1.286 -0.025
H -0.490 1.453 1.209
H -3.527 1.476 1.585
H -2.403 2.785 1.691
H -1.276 1.482 3.607
H -2.806 0.555 3.621
H -2.918 2.204 5.000
H 1.235 0.368 1.348
H 1.890 -1.227 1.615
H 1.324 1.273 -0.767
H 1.364 1.024 -3.230
H 1.127 -1.210 -4.264
H 1.752 -4.245 -2.743
H 0.742 -3.567 -4.052
H 0.024 -4.113 -2.539
H 0.950 -2.966 -0.360
C -5.549 4.208 1.598
Cl -5.815 2.611 2.286
Cl -5.586 4.095 -0.163
Cl -6.830 5.306 2.157
Cl -3.977 4.829 2.086
C -2.636 -0.223 7.576
Cl -1.762 -0.877 6.197
Cl -4.312 -0.781 7.548
Cl -1.858 -0.733 9.076
Cl -2.622 1.558 7.530
C -5.306 8.116 -1.637
Cl -3.568 8.187 -1.333
Cl -5.922 9.749 -1.919
Cl -5.585 7.092 -3.049
Cl -6.099 7.380 -0.251
C -4.493 3.550 -5.508
Cl -4.492 5.139 -6.291
Cl -2.883 2.826 -5.633
Cl -4.890 3.737 -3.804
Cl -5.672 2.500 -6.290
C 6.037 -2.789 -0.216
Cl 7.055 -1.832 -1.312
Cl 6.245 -2.188 1.429
Cl 4.351 -2.665 -0.698
Cl 6.550 -4.484 -0.284
C 0.361 -0.266 -5.336
Cl 1.965 -0.248 -4.605
Cl -0.144 1.398 -5.677
Cl 0.407 -1.183 -6.844
Cl -0.790 -1.005 -4.226
C 1.542 3.234 5.976
Cl 1.659 3.800 7.647
Cl 0.500 4.318 5.050
Cl 3.153 3.193 5.255
Cl 0.862 1.610 5.966
C -7.167 3.022 -10.207
Cl -6.729 4.162 -8.938
Cl -8.821 2.455 -9.965
Cl -7.034 3.790 -11.791
Cl -6.051 1.657 -10.099
C 1.168 1.495 11.275
Cl 2.417 2.737 11.463
Cl 1.730 -0.012 12.007
Cl -0.308 2.027 12.092
Cl 0.839 1.246 9.571
C 10.547 0.238 -2.692
Cl 10.380 0.689 -0.996
Cl 9.003 -0.381 -3.284
Cl 11.018 1.653 -3.639
Cl 11.779 -1.015 -2.853
C 5.882 -3.256 -5.399
Cl 6.981 -1.959 -4.921
Cl 6.135 -3.643 -7.107
Cl 6.206 -4.680 -4.411
Cl 4.222 -2.729 -5.143
C -3.172 -0.836 -9.555
Cl -2.959 0.331 -8.250
Cl -4.798 -1.524 -9.458
Cl -2.973 -0.024 -11.111
Cl -1.978 -2.128 -9.408
*
```

These are the Mulliken partial charges, in e, on atoms 1 to 4: -0.284 -0.801 -0.746 -0.497

No. 2
DFT (ωB97M-V/def2-TZVPD) results for a molecular structure, C10H19N3O5.

* calculated total energy: -932.65606 Ha
* HOMO level: -9.0 eV

```
! wB97M-V def2-TZVPD RIJCOSX def2/J DEFGRID3
* xyz 0 1
C -0.155 -0.172 -0.609
C -0.932 -1.377 -0.588
C -0.943 1.128 -0.937
C 0.057 2.228 -0.985
C -0.576 3.624 -1.492
C -1.557 3.579 -2.634
C -0.198 -2.219 1.792
C -0.275 -0.819 2.337
C 1.249 -2.978 1.447
C 2.289 -1.754 0.931
H 1.678 0.105 -1.855
H 0.450 -0.835 -2.435
H 0.340 -0.097 0.276
H -1.523 0.855 -1.883
H -1.597 1.459 -0.107
H 0.676 2.047 -1.816
H 0.468 2.381 0.030
H 0.137 4.548 -1.405
H -1.365 3.819 -0.845
H -2.477 2.984 -2.319
H -1.123 3.276 -3.581
H -2.717 5.252 -2.453
H -0.978 5.599 -2.766
H -1.045 -3.566 0.054
H -0.548 -3.005 2.543
H 0.892 -3.825 0.611
H 1.750 -3.411 2.487
H 1.905 -1.415 -0.932
H 1.390 -0.951 3.198
N 0.959 -0.672 -1.532
N -1.855 4.984 -2.925
N -1.118 -2.122 0.625
O -1.786 -1.645 -1.450
O -1.159 -0.007 1.914
O 2.808 -1.014 1.915
O 2.719 -1.482 -0.311
O 0.422 -0.602 3.487
*
```

These are the Mulliken partial charges, in e, on atoms 1 to 4: -0.231 0.490 -0.893 -0.465

No. 3
DFT (ωB97M-V/def2-TZVPD) results for 2 unconnected molecules or ions with the total composition C8H16S2.

* calculated total energy: -1110.76633 Ha
* HOMO level: -8.2 eV
* SMILES: C1CCSC1.C1CCSC1

```
! wB97M-V def2-TZVPD RIJCOSX def2/J DEFGRID3
* xyz 0 1
C -2.976 2.346 -0.825
C -2.503 1.140 -1.647
C -1.384 0.560 -0.677
S -1.714 0.867 1.075
C -3.215 1.823 0.569
H -3.889 2.851 -1.195
H -2.144 3.074 -0.879
H -2.137 1.463 -2.641
H -3.290 0.379 -1.808
H -0.450 1.116 -0.885
H -1.185 -0.513 -0.861
H -4.059 1.137 0.775
H -3.414 2.772 1.102
C 2.443 -1.813 -0.348
C 1.545 -1.014 0.515
C 1.963 -1.278 1.925
S 3.693 -1.782 1.972
C 3.879 -1.676 0.186
H 2.409 -1.489 -1.406
H 2.153 -2.881 -0.314
H 0.472 -1.244 0.369
H 1.707 0.040 0.218
H 1.415 -2.168 2.289
H 1.701 -0.428 2.584
H 4.416 -0.752 -0.104
H 4.561 -2.530 0.012
*
```

These are the Mulliken partial charges, in e, on atoms 1 to 4: -0.611 -0.692 -0.497 -0.146

No. 4
DFT (ωB97M-V/def2-TZVPD) results for 2 unconnected molecules or ions with the total composition C5H12N2O.

* calculated total energy: -382.32628 Ha
* HOMO level: -7.0 eV

```
! wB97M-V def2-TZVPD RIJCOSX def2/J DEFGRID3
* xyz 0 1
C 1.219 0.121 1.935
C 1.133 1.402 1.591
C 0.406 -2.014 1.465
N 0.714 -0.857 1.046
H 1.588 -0.205 2.898
H 0.691 1.739 0.665
H 1.494 2.161 2.270
H -0.121 -2.723 0.846
H 0.657 -2.301 2.483
H 0.291 -0.489 0.043
C -0.100 1.181 -2.064
N -0.223 -0.042 -1.266
C -1.685 -0.382 -0.852
O -1.700 -1.404 -0.045
H -0.789 1.148 -2.918
H 0.905 1.259 -2.477
H -0.354 2.055 -1.468
H 0.110 -0.784 -1.874
H -2.215 -0.474 -1.831
H -2.020 0.607 -0.447
*
```

These are the Mulliken partial charges, in e, on atoms 1 to 4: 0.166 -0.769 -0.136 0.038

No. 5
DFT (ωB97M-V/def2-TZVPD) results for C6H11N3OS in the gas phase.

* calculated total energy: -872.82825 Ha
* HOMO level: -9.2 eV
* SMILES: CCC[C@@](O)(S)c1cn[nH]n1

```
! wB97M-V def2-TZVPD RIJCOSX def2/J DEFGRID3
* xyz 0 1
C 3.065 -0.540 -0.442
C 1.483 -0.599 -0.069
C 0.946 0.768 -0.328
C -0.385 1.083 0.329
O -0.302 1.535 1.689
S -1.141 2.571 -0.503
C -1.527 -0.088 0.210
C -1.993 -0.975 1.181
N -2.777 -1.897 0.592
N -2.679 -1.589 -0.678
N -1.930 -0.519 -0.993
H 3.549 -0.197 0.493
H 3.210 -1.504 -0.721
H 3.214 0.205 -1.232
H 0.777 -1.402 -0.541
H 1.627 -0.758 1.015
H 0.921 1.028 -1.421
H 1.580 1.549 0.076
H -0.888 2.282 1.870
H -1.278 1.934 -1.544
H -1.959 -1.040 2.307
H -3.513 -1.848 -1.289
*
```

These are the Mulliken partial charges, in e, on atoms 1 to 4: -1.229 -0.250 -0.926 0.432

Computed HOMO-LUMO gap (eV) in order:
4.865, 8.346, 9.061, 6.752, 10.010